# 1
Below is 2 unconnected molecules or ions with the total composition C6H14O3SSi, with properties calculated with the ωB97M-V functional and the def2-TZVPD basis.

Geometry (Å):
1 C -2.4667 -2.2179 0.0051
2 C -2.2773 -0.9287 -0.2902
3 C 2.0762 0.4778 2.4564
4 C 0.8877 2.6784 -1.5462
5 C 1.1477 -2.0266 -1.3197
6 C -1.7669 0.0483 0.6163
7 O 1.7663 1.0400 1.2081
8 O 1.1303 1.3090 -1.3534
9 O 1.5274 -1.1043 -0.3314
10 Si 1.0145 0.3907 -0.0491
11 S -2.2984 1.7482 0.3840
12 H -2.8382 -2.9157 -0.7246
13 H -2.2472 -2.6070 0.9863
14 H -2.5205 -0.5727 -1.2853
15 H 1.1749 0.1157 2.9484
16 H 2.5369 1.2600 3.0597
17 H 2.7719 -0.3516 2.3357
18 H -0.1802 2.8797 -1.4734
19 H 1.2459 2.9323 -2.5441
20 H 1.4174 3.2731 -0.8004
21 H 1.8573 -2.8542 -1.2825
22 H 1.1687 -1.5668 -2.3081
23 H 0.1412 -2.3918 -1.1200
24 H -1.6925 -0.2190 1.6630
25 H -3.5767 1.6033 0.7653

Calculated values
ΔE to the lowest compared entry with this formula, charge and spin = 7.71 kcal/mol
Orbital gap = 7.704 eV
HOMO energy = -0.2707 hartree

=====

# 2
Below is a single C6H14OSi2 molecule, with properties calculated with the ωB97M-V functional and the def2-TZVPD basis.

Geometry (Å):
1 C 0.4907 2.8283 0.2584
2 C -2.2008 -0.2841 -2.2027
3 C -0.4766 1.9894 -0.0340
4 C -1.1759 -0.8423 -1.5345
5 C 2.8713 0.2056 -0.6273
6 C 1.7800 -0.1629 0.3159
7 O -0.7690 -0.9661 1.5895
8 Si -1.6774 -2.0841 2.2023
9 Si -0.2368 0.0606 -0.1406
10 H 0.2832 3.9396 0.2452
11 H 1.5125 2.4409 0.6874
12 H -2.7245 -0.6909 -2.9721
13 H -2.6511 0.6141 -1.7909
14 H -1.4745 2.3452 -0.3997
15 H -0.8164 -1.7973 -1.7999
16 H 2.7279 1.1176 -1.2427
17 H 3.8195 0.2155 -0.1595
18 H 2.8915 -0.5692 -1.4556
19 H 1.8246 0.3599 1.2903
20 H 1.9447 -1.2785 0.5669
21 H -1.5747 -2.1147 3.7039
22 H -3.1438 -2.0845 2.0451
23 H -1.2243 -3.2420 1.4546

Calculated values
ΔE to the lowest compared entry with this formula, charge and spin = 57.67 kcal/mol
Orbital gap = 9.794 eV
Structure (SMILES) = C=C[Si](C=C)(CC)O[SiH3]
HOMO energy = -0.3543 hartree